# 1
{
  "formula": "C28H41BrN2O7W",
  "method": "ωB97M-V/def2-TZVPD",
  "elements": ["W", "C", "C", "O", "C", "C", "O", "C", "C", "O", "C", "C", "O", "H", "H", "H", "H", "H", "H", "H", "H", "H", "H", "H", "H", "H", "H", "H", "H", "O", "C", "C", "O", "O", "C", "C", "C", "C", "C", "C", "C", "C", "C", "C", "C", "C", "H", "H", "H", "H", "H", "H", "H", "H", "H", "H", "H", "Br", "C", "C", "N", "C", "C", "C", "C", "N", "H", "H", "H", "H", "H", "H", "H", "H", "H", "H", "H", "H", "H", "H"],
  "xyz": [[0.646400, -0.530700, 0.472900], [-1.526400, -2.615100, 1.043300], [-0.183500, -2.546700, 1.726900], [0.900600, -0.254500, 2.227800], [0.934300, 0.700200, 3.246300], [1.162900, 2.061100, 2.556400], [0.422300, 2.021900, 1.333600], [-0.755100, 2.831100, 1.346300], [-1.609900, 2.395900, 0.166900], [-1.795700, 0.986800, 0.325600], [-2.742000, 0.439400, -0.579300], [-2.859700, -1.038700, -0.214400], [-1.548800, -1.554900, 0.052500], [-2.343100, -2.437400, 1.753500], [-1.704700, -3.563700, 0.524400], [0.392500, -3.462700, 1.598700], [-0.271600, -2.321700, 2.792000], [1.734900, 0.474500, 3.962000], [-0.037200, 0.681800, 3.768300], [2.219800, 2.185400, 2.296000], [0.855200, 2.892600, 3.196300], [-0.481600, 3.887600, 1.248100], [-1.316000, 2.670600, 2.275500], [-1.100500, 2.609900, -0.781900], [-2.579300, 2.908000, 0.185700], [-2.417800, 0.574700, -1.619300], [-3.714900, 0.931500, -0.458200], [-3.330500, -1.602900, -1.027900], [-3.471500, -1.126800, 0.692400], [-0.318000, -1.690400, -2.880600], [-0.103100, -0.442900, -3.549700], [-0.028200, 0.618800, -2.410800], [-0.148000, 1.802000, -2.615500], [0.204300, 0.100000, -1.238600], [1.303000, -0.330300, -4.129400], [1.523000, 0.177000, -5.406900], [2.813600, 0.291600, -5.887600], [3.899200, -0.074500, -5.101900], [3.683000, -0.587800, -3.830900], [2.395600, -0.699800, -3.344800], [-1.199600, -0.223600, -4.572200], [-1.395800, -1.236700, -5.518400], [-2.381500, -1.124800, -6.476600], [-3.211200, -0.012000, -6.497700], [-3.022600, 0.995800, -5.564800], [-2.027300, 0.892900, -4.610000], [-0.600400, -2.330800, -3.548200], [0.686400, 0.451900, -6.028800], [2.970700, 0.669000, -6.883900], [4.904800, 0.055000, -5.469900], [4.519100, -0.864400, -3.209200], [2.231900, -1.062000, -2.336000], [-0.731400, -2.092600, -5.544200], [-2.499700, -1.899700, -7.218200], [-3.994900, 0.067400, -7.233500], [-3.665700, 1.862200, -5.569500], [-1.888100, 1.698000, -3.904300], [2.823700, 0.653400, -0.015000], [2.757700, -6.096500, 0.894700], [3.558700, -5.022700, 0.155900], [2.891200, -3.723800, 0.184100], [3.358500, -2.812300, 1.215300], [4.683100, -2.150300, 0.833600], [1.925900, -3.412400, -0.675300], [1.634600, -4.356900, -1.807500], [1.219900, -2.287600, -0.610800], [3.279700, -7.046900, 0.822400], [1.761600, -6.229300, 0.480300], [2.654900, -5.844800, 1.947800], [3.755700, -5.325100, -0.872800], [4.523500, -4.909700, 0.647300], [3.492200, -3.385900, 2.135600], [2.586600, -2.030400, 1.386000], [5.488600, -2.878100, 0.789000], [4.942800, -1.402700, 1.578100], [4.608200, -1.646400, -0.124700], [1.691700, -5.397600, -1.507800], [2.357900, -4.198900, -2.609200], [0.640800, -4.175700, -2.208400], [0.566600, -2.278300, -1.406600]],
  "forces_ev_per_a": [[-0.7, -1.6, -1.0], [-0.3, -0.3, -0.1], [-0.2, 0.6, -0.8], [0.1, -0.2, 0.0], [-0.1, 1.5, 0.8], [0.3, -0.4, -0.1], [0.1, -0.1, 0.1], [-0.7, 0.0, -0.4], [0.4, 0.2, 0.2], [-0.1, 0.0, 0.3], [0.2, -0.4, -0.1], [-0.4, 0.7, -0.1], [0.8, 0.1, 0.6], [0.1, -0.1, -0.1], [0.0, 0.1, 0.1], [0.3, 0.4, -0.2], [0.2, 0.4, -0.3], [-0.2, -0.1, -0.2], [0.3, -0.1, -0.2], [-0.3, 0.0, 0.1], [0.0, -0.1, -0.1], [0.0, -0.2, 0.1], [0.1, 0.0, 0.0], [-0.1, -0.1, 0.2], [0.1, 0.0, 0.1], [0.0, 0.0, 0.1], [0.1, -0.1, 0.0], [0.2, 0.0, 0.1], [0.2, -0.1, -0.1], [0.0, -0.5, -0.1], [0.4, 0.7, 0.6], [-1.0, 1.4, -2.8], [0.4, -0.9, 0.6], [0.0, -1.0, 2.4], [0.2, -0.3, -0.4], [-0.1, -0.2, 0.3], [0.3, 0.0, 0.0], [-0.2, 0.0, 0.0], [0.0, 0.2, -0.1], [-0.3, -0.1, 0.1], [-0.3, 0.0, 0.0], [0.3, 0.3, 0.2], [-0.2, 0.0, -0.1], [0.1, 0.1, 0.1], [-0.3, -0.2, -0.2], [0.2, 0.0, 0.3], [0.0, 0.1, 0.0], [0.0, 0.1, -0.1], [0.1, 0.1, -0.1], [0.1, -0.1, -0.1], [0.1, -0.1, 0.1], [0.1, 0.0, -0.2], [0.1, -0.1, -0.1], [0.0, -0.1, 0.0], [-0.1, 0.0, -0.1], [0.0, 0.1, 0.0], [0.0, 0.0, -0.1], [-0.5, -1.1, 0.3], [0.2, 0.2, -0.1], [0.0, -0.7, 0.0], [-0.6, 0.3, -0.4], [0.1, 0.7, 0.1], [-0.3, -0.1, 0.1], [0.5, 0.2, 0.8], [-0.2, 0.1, -0.1], [0.1, 0.5, 0.1], [0.0, -0.1, 0.0], [-0.1, 0.0, -0.1], [0.0, 0.0, 0.1], [0.1, 0.1, 0.1], [0.0, 0.1, -0.1], [-0.2, 0.1, 0.0], [0.5, -0.6, 0.1], [0.1, -0.1, 0.0], [0.1, 0.0, 0.1], [0.0, 0.0, -0.1], [0.0, 0.0, 0.1], [0.0, 0.1, 0.0], [0.0, 0.0, 0.0], [0.0, 0.5, 0.0]],
  "homo_ev": [-13.73, -13.73],
  "charge": 2,
  "multiplicity": 1,
  "homo_lumo_gap_ha": [0.197, 0.196]
}

---

# 2
{
  "formula": "C3H6BrN3O",
  "method": "ωB97M-V/def2-TZVPD",
  "elements": ["C", "C", "C", "N", "N", "N", "O", "Br", "H", "H", "H", "H", "H", "H"],
  "xyz": [[0.179480, -1.919256, 0.548458], [1.443015, 1.441092, -1.227326], [-1.760674, -0.513961, 1.156152], [1.192003, 0.548289, -0.328138], [-0.055250, 0.477237, 0.127972], [-0.380273, -0.702550, 0.579786], [0.469585, 2.072335, -1.913548], [3.276542, 1.799811, -1.576959], [-0.325865, -2.835984, 0.738872], [1.159922, -1.887973, 0.134980], [-2.171977, 0.143882, 0.460022], [-2.184608, -1.554909, 1.391544], [-1.588064, 0.039501, 2.157264], [0.746164, 2.892487, -2.249079]],
  "forces_ev_per_a": [[0.4, 2.7, -0.6], [-0.8, -1.6, 1.5], [2.1, -2.0, 3.1], [2.1, 0.9, -1.3], [-0.6, 0.2, -0.2], [-1.5, -1.7, 0.7], [-0.2, -1.6, 0.8], [-0.5, 0.1, -0.2], [-0.6, 0.0, 0.5], [0.5, -0.4, -0.3], [-1.6, 0.6, -0.9], [0.2, 1.8, -0.7], [-0.4, -0.9, -1.6], [0.8, 1.8, -0.8]],
  "homo_ev": -7.26,
  "charge": 0,
  "multiplicity": 1,
  "homo_lumo_gap_ha": 0.292
}

---

# 3
{
  "formula": "C4H9N2P",
  "method": "ωB97M-V/def2-TZVPD",
  "elements": ["C", "C", "C", "C", "N", "N", "P", "H", "H", "H", "H", "H", "H", "H", "H", "H"],
  "xyz": [[0.114046, -1.128745, -1.354927], [1.140544, 1.401674, -2.603929], [-1.465992, 0.544545, 0.266662], [0.381180, -1.313025, 1.433007], [0.622640, -0.791909, -2.440331], [1.480670, 0.191134, -2.620927], [0.278766, -0.005024, 0.090590], [-0.418885, -2.024772, -1.386117], [1.872989, 2.160332, -2.886689], [0.130747, 1.615639, -2.291639], [-1.349471, 1.557526, 0.441439], [-2.103264, 0.470217, -0.619729], [-2.060674, 0.074236, 1.027147], [0.397658, -2.219491, 0.931084], [1.282184, -1.236306, 2.010908], [-0.483273, -1.279552, 2.134294]],
  "forces_ev_per_a": [[0.5, 1.7, 1.6], [-0.1, 0.0, -0.1], [-0.5, -1.3, -1.1], [-1.0, 1.8, 0.8], [0.2, -0.8, -2.2], [1.3, 0.3, -0.4], [0.2, -0.9, 1.0], [-1.2, -1.4, 0.2], [-0.3, -0.2, 0.3], [-0.4, 0.7, -0.3], [-0.3, 2.2, 0.7], [0.5, -0.1, -0.3], [0.1, -0.2, 0.7], [-0.1, -2.0, -0.7], [0.5, 0.2, 0.2], [0.6, 0.0, -0.6]],
  "homo_ev": -8.55,
  "charge": 0,
  "multiplicity": 1,
  "homo_lumo_gap_ha": 0.353
}

---

# 4
{
  "formula": "C4H8NO2",
  "method": "ωB97M-V/def2-TZVPD",
  "elements": ["C", "C", "C", "C", "N", "O", "O", "H", "H", "H", "H", "H", "H", "H", "H"],
  "xyz": [[1.232717, 0.321078, -0.488603], [0.204273, -0.413996, 0.113696], [-0.924596, 0.378347, 0.176651], [-2.294722, -0.118340, 0.498587], [2.544089, -0.744978, -0.423307], [1.377192, 1.434164, -0.890434], [-0.849427, 1.704470, 0.136753], [0.160881, -1.431228, 0.249738], [-3.009121, 0.556080, -0.166480], [-2.675473, 0.126971, 1.481671], [-2.430221, -1.123775, 0.371388], [3.449302, -0.343663, -0.800421], [2.275744, -1.537106, -1.044262], [2.607775, -0.991151, 0.549141], [-1.668412, 2.183120, 0.235882]],
  "forces_ev_per_a": [[1.5, 1.2, 0.1], [-1.5, 3.6, -1.3], [-1.7, 0.5, 2.1], [-1.2, 3.7, -1.3], [0.8, 0.9, -2.4], [0.7, -2.3, 0.3], [1.4, -0.9, -0.5], [0.0, -2.0, 0.2], [1.2, -1.9, 0.9], [0.6, 0.2, 0.6], [-0.4, -2.5, -0.7], [-1.3, -0.4, 0.7], [0.4, 0.4, 0.9], [0.4, -0.5, 0.4], [-0.8, -0.1, 0.1]],
  "homo_ev": -14.20,
  "charge": 1,
  "multiplicity": 1,
  "homo_lumo_gap_ha": 0.375
}

---

# 5
{
  "formula": "C5H4F5NO",
  "method": "ωB97M-V/def2-TZVPD",
  "elements": ["C", "C", "C", "C", "C", "N", "O", "F", "F", "F", "F", "F", "H", "H", "H", "H"],
  "xyz": [[1.380816, 1.096661, -0.509098], [1.607713, 0.818437, 0.918279], [-0.450563, 0.203636, 0.046813], [-0.072762, -1.922003, -0.578903], [-1.960922, 0.344067, 0.108465], [0.227768, 0.724809, -0.936099], [0.267747, 0.314273, 1.282841], [-0.627741, -2.724476, 0.310680], [1.274859, -2.021220, -0.558319], [-2.516698, 0.184933, 1.259102], [-2.162989, 1.688229, -0.171628], [-2.606924, -0.356554, -0.914715], [2.143950, 1.398070, -1.249065], [2.453878, 0.262185, 1.238759], [1.542848, 1.854803, 1.450476], [-0.500987, -1.865847, -1.697592]],
  "forces_ev_per_a": [[0.7, -0.8, -2.1], [-3.3, 3.5, 1.3], [0.4, -5.8, 3.1], [-1.2, 3.8, -1.6], [0.3, 2.3, -2.5], [2.0, 2.2, -2.6], [-0.2, -0.5, -0.8], [0.1, -0.3, -0.4], [-0.8, 0.0, 0.1], [-0.4, -1.4, 0.9], [-0.3, -0.6, -0.3], [1.0, 0.8, 1.9], [-0.4, 0.1, 0.7], [0.4, -0.9, 0.2], [1.0, -1.6, -0.6], [0.9, -0.8, 2.7]],
  "homo_ev": [-8.38, -8.38],
  "charge": 0,
  "multiplicity": 1,
  "homo_lumo_gap_ha": [0.308, 0.308]
}

---

# 6
{
  "formula": "C4H8O2",
  "method": "ωB97M-V/def2-TZVPD",
  "elements": ["O", "C", "C", "C", "O", "C", "H", "H", "H", "H", "H", "H", "H", "H"],
  "xyz": [[2.049471, 0.630380, 0.416873], [0.709222, 0.202745, 0.560206], [-0.401921, 1.165084, 0.048026], [-1.182637, -0.961074, -0.160984], [-1.936882, -0.916790, -1.132910], [0.325195, -1.079086, -0.189876], [2.212435, 0.811608, -0.518230], [0.611159, 0.042004, 1.640960], [-0.085277, 1.612352, -0.891672], [-0.671789, 1.914088, 0.788968], [-1.576290, -1.010914, 0.879144], [-1.367081, 0.640331, -0.477410], [0.646733, -1.041760, -1.234680], [0.667663, -2.008964, 0.271584]],
  "forces_ev_per_a": [[-0.4, 0.1, -0.4], [-1.0, -0.2, -0.1], [-0.9, 0.4, -0.9], [-1.1, -2.3, -1.1], [0.7, -1.3, 0.9], [-0.1, -0.1, -0.3], [0.0, 0.0, 0.1], [-0.2, 0.0, -0.3], [0.6, 0.6, 0.0], [-0.1, 0.1, -0.3], [-0.2, 0.1, -0.2], [2.4, 2.4, 2.4], [0.1, 0.0, 0.1], [0.0, 0.1, 0.0]],
  "homo_ev": -9.86,
  "charge": 0,
  "multiplicity": 1,
  "homo_lumo_gap_ha": 0.395
}

---

In the order shown, the computed electronic energy values come out to -118866.633 -79764.616 -16560.117 -9854.877 -22371.297 -8370.423 eV.